[1]
This record from OMol25 describes a single C4H9NO molecule. The level of theory is the ωB97M-V functional and the def2-TZVPD basis.

```
15
C4H9NO (the ωB97M-V functional and the def2-TZVPD basis)
C -1.534 0.584 0.307
C -0.799 -0.216 -0.745
N 0.473 0.319 -1.244
C 0.922 -0.889 -0.590
C 1.425 -0.549 0.805
O 1.342 0.790 1.243
H -2.378 0.010 0.700
H -0.866 0.857 1.125
H -1.925 1.502 -0.145
H -1.429 -0.555 -1.572
H 0.508 0.189 -2.251
H -0.465 -1.298 -0.373
H 2.481 -0.868 0.757
H 0.949 -1.193 1.554
H 1.297 1.318 0.428
```

HOMO-LUMO gap in eV: 9.38
Spin multiplicity: 1
HOMO level in eV: -8.40

In the Mulliken picture, each atom carries the following charge in e:
1 C -1.14
2 C -0.04
3 N -0.47
4 C -0.42
5 C -0.32
6 O -0.56
7 H 0.33
8 H 0.35
9 H 0.28
10 H 0.53
11 H 0.33
12 H 0.17
13 H 0.29
14 H 0.31
15 H 0.36

[2]
This record from OMol25 describes a single C25H21N3O4S molecule in a non-equilibrium geometry. The level of theory is the ωB97M-V functional and the def2-TZVPD basis.

```
54
C25H21N3O4S (the ωB97M-V functional and the def2-TZVPD basis)
C 6.936 -2.431 0.631
C 5.427 -2.374 0.655
O 4.784 -1.353 0.653
N 4.812 -3.590 0.652
S 3.125 -3.750 0.940
O 2.846 -3.331 2.274
O 2.869 -5.112 0.581
C 2.410 -2.646 -0.250
C 1.808 -1.479 0.173
C 1.252 -0.626 -0.760
C 1.288 -0.957 -2.116
N 0.710 -0.147 -3.090
C -0.445 0.595 -3.051
O -0.766 1.265 -4.008
C -1.256 0.520 -1.801
C -1.551 1.683 -1.139
C -2.292 1.634 0.068
C -2.628 2.852 0.812
C -3.731 2.840 1.666
C -4.082 3.966 2.379
C -3.342 5.139 2.272
C -3.740 6.368 3.029
C -2.235 5.146 1.432
C -1.880 4.023 0.710
N -2.712 0.497 0.572
C -2.472 -0.654 -0.074
C -2.955 -1.852 0.496
C -2.757 -3.047 -0.135
C -2.093 -3.097 -1.370
C -1.607 -1.955 -1.947
C -1.756 -0.713 -1.303
C 1.936 -2.126 -2.524
C 2.493 -2.975 -1.588
H 7.296 -2.863 1.563
H 7.279 -3.048 -0.196
H 7.330 -1.424 0.527
H 5.345 -4.444 0.671
H 1.800 -1.249 1.226
H 0.804 0.300 -0.441
H 1.135 -0.181 -4.010
H -1.214 2.626 -1.541
H -4.303 1.929 1.752
H -4.943 3.941 3.032
H -2.882 7.013 3.204
H -4.476 6.933 2.457
H -4.188 6.106 3.985
H -1.640 6.044 1.344
H -1.000 4.058 0.085
H -3.485 -1.783 1.433
H -3.124 -3.962 0.304
H -1.971 -4.047 -1.868
H -1.123 -2.001 -2.911
H 1.988 -2.367 -3.575
H 2.975 -3.894 -1.877
```

HOMO-LUMO gap in eV: 8.17
Spin multiplicity: 1
HOMO level in eV: -8.43

In the Mulliken picture, each atom carries the following charge in e:
1 C -1.23
2 C 0.77
3 O -0.53
4 N -0.26
5 S 1.47
6 O -0.69
7 O -0.73
8 C -0.16
9 C -0.54
10 C -0.23
11 C 0.36
12 N -0.06
13 C -0.15
14 O -0.64
15 C 0.20
16 C -0.57
17 C 0.94
18 C 0.36
19 C -0.57
20 C -0.67
21 C 1.01
22 C -1.43
23 C -0.81
24 C -0.71
25 N -0.60
26 C -0.35
27 C -0.43
28 C -0.63
29 C -0.80
30 C -0.58
31 C 1.35
32 C -0.67
33 C -0.74
34 H 0.33
35 H 0.34
36 H 0.32
37 H 0.25
38 H 0.55
39 H 0.59
40 H 0.26
41 H 0.43
42 H 0.44
43 H 0.36
44 H 0.37
45 H 0.27
46 H 0.37
47 H 0.35
48 H 0.34
49 H 0.49
50 H 0.42
51 H 0.42
52 H 0.53
53 H 0.41
54 H 0.44

[3]
This record from OMol25 describes 2 unconnected molecules or ions with the total composition C5H11N3 in a non-equilibrium geometry. The level of theory is the ωB97M-V functional and the def2-TZVPD basis.

```
19
C5H11N3 (the ωB97M-V functional and the def2-TZVPD basis)
H 2.095 0.470 2.201
N 1.599 0.943 1.451
C 1.502 0.253 0.394
C 1.937 -1.157 0.124
N 0.725 0.834 -0.642
H 2.484 -1.537 0.985
H 2.609 -1.186 -0.736
H 1.077 -1.789 -0.101
H 1.056 0.701 -1.597
H 0.641 1.836 -0.486
H -1.290 -0.472 1.814
N -1.861 -1.124 1.274
C -1.760 -0.977 0.020
C -1.196 0.149 -0.784
C -1.975 1.333 -0.780
H -2.406 -1.613 -0.588
H -0.816 -0.245 -1.732
H -2.937 1.314 -0.281
H -1.483 2.268 -0.537
```

HOMO-LUMO gap (alpha / beta) in eV: 7.77 / 7.77
Spin multiplicity: 1
HOMO level (alpha / beta) in eV: -7.22 / -7.22

In the Mulliken picture, each atom carries the following charge in e:
1 H 0.25
2 N -0.73
3 C 0.60
4 C -1.09
5 N -0.55
6 H 0.36
7 H 0.32
8 H 0.27
9 H 0.32
10 H 0.31
11 H 0.31
12 N -0.57
13 C -0.29
14 C 0.19
15 C -0.74
16 H 0.40
17 H 0.22
18 H 0.23
19 H 0.20

[4]
This record from OMol25 describes 2 unconnected molecules or ions with the total composition C2HCl2F3S in a non-equilibrium geometry. The level of theory is the ωB97M-V functional and the def2-TZVPD basis.

```
9
C2HCl2F3S (the ωB97M-V functional and the def2-TZVPD basis)
F -1.474 -1.462 -0.096
C -0.608 -0.830 0.687
F 0.602 -1.073 0.127
F -0.690 -1.309 1.901
C -0.758 0.733 0.717
S -0.217 1.560 1.968
Cl -1.189 1.410 -0.777
Cl 2.363 0.941 -2.685
H 1.970 0.030 -1.841
```

HOMO-LUMO gap in eV: 8.65
Spin multiplicity: 1
HOMO level in eV: -10.03

In the Mulliken picture, each atom carries the following charge in e:
1 F -0.23
2 C 0.75
3 F -0.20
4 F -0.20
5 C 0.10
6 S -0.14
7 Cl -0.08
8 Cl -0.24
9 H 0.24

[5]
This record from OMol25 describes a gas-phase ion, C2H10N3 (charge +1) in a non-equilibrium geometry. The level of theory is the ωB97M-V functional and the def2-TZVPD basis.

```
15
C2H10N3 (the ωB97M-V functional and the def2-TZVPD basis)
N -0.007 1.467 -1.528
C 0.894 1.038 -0.475
N 0.196 0.325 0.625
C -0.913 -0.811 0.468
N -0.224 -1.956 0.939
H -0.855 0.983 -1.734
H 0.516 1.961 -2.291
H 1.647 0.311 -0.994
H 1.597 1.914 0.081
H -0.362 0.891 1.177
H 1.022 0.013 1.143
H -1.671 -0.442 1.228
H -1.372 -0.671 -0.551
H 0.221 -2.603 0.236
H -0.689 -2.420 1.675
```

Net charge: +1
HOMO-LUMO gap in eV: 10.38
Spin multiplicity: 1
HOMO level in eV: -13.57

In the Mulliken picture, each atom carries the following charge in e:
1 N -0.47
2 C -0.27
3 N -0.19
4 C -0.37
5 N -0.50
6 H 0.15
7 H 0.24
8 H 0.30
9 H 0.29
10 H 0.32
11 H 0.38
12 H 0.40
13 H 0.24
14 H 0.23
15 H 0.23

[6]
This record from OMol25 describes 2 unconnected molecules or ions with the total composition C15H18O2 in a non-equilibrium geometry. The level of theory is the ωB97M-V functional and the def2-TZVPD basis.

```
35
C15H18O2 (the ωB97M-V functional and the def2-TZVPD basis)
C 2.141 -2.429 1.544
C 2.347 -1.994 0.068
C 1.035 -2.055 -0.688
C -0.214 -1.741 -0.192
C -1.404 -1.789 -0.967
C -1.325 -2.247 -2.256
O -2.353 -2.201 -3.224
C -0.057 -2.698 -2.827
C 1.101 -2.618 -2.033
H 3.039 -2.168 2.278
H 2.198 -3.597 1.567
H 1.184 -2.203 2.162
H 2.775 -0.893 0.143
H 3.135 -2.680 -0.327
H -0.286 -1.361 0.940
H -2.335 -1.656 -0.540
H -2.938 -1.521 -3.024
H -0.013 -3.263 -3.783
H 2.036 -3.018 -2.351
C -2.123 3.015 -1.094
C -1.191 2.938 0.082
C -0.511 1.694 0.187
C 0.442 1.475 1.269
C 0.508 2.454 2.275
O 1.255 2.191 3.371
C -0.327 3.539 2.272
C -1.174 3.713 1.259
H -2.703 2.067 -1.259
H -1.574 3.299 -2.010
H -2.778 3.839 -0.999
H -0.406 1.031 -0.620
H 1.069 0.611 1.227
H 2.011 1.626 3.098
H -0.582 4.139 3.166
H -1.981 4.501 1.284
```

HOMO-LUMO gap in eV: 8.99
Spin multiplicity: 1
HOMO level in eV: -8.34

In the Mulliken picture, each atom carries the following charge in e:
1 C -1.13
2 C -0.34
3 C 0.59
4 C 0.10
5 C -0.97
6 C 0.51
7 O -0.54
8 C -0.53
9 C -0.63
10 H 0.28
11 H 0.34
12 H 0.25
13 H 0.23
14 H 0.35
15 H -0.05
16 H 0.55
17 H 0.30
18 H 0.34
19 H 0.36
20 C -1.36
21 C 0.25
22 C -0.66
23 C -0.08
24 C 1.01
25 O -0.56
26 C -0.57
27 C -0.42
28 H 0.28
29 H 0.31
30 H 0.42
31 H 0.65
32 H -0.12
33 H 0.31
34 H 0.31
35 H 0.22

Values of E_tot, in order: -7827.407; -49762.572; -9829.422; -46122.398; -6698.295; -19939.748, all in eV.
Values of energy relative to the best compared isomer or geometry (same formula, charge and spin), in order: 113.29; 6.69; 103.41; 6.49; 63.27; 59.06, all in kcal/mol.